Molecular formula: C43H58BFN8O5P2
Method: DFT, ωB97M-V/def2-TZVPD

The geometry in XYZ format:
```
118
Properties=species:S:1:pos:R:3:mulliken_charge:R:1
C 0.730 -1.977 2.904 -0.8954
C 0.347 -0.709 3.701 -0.7261
N -0.657 0.175 3.098 0.0320
C -0.438 0.532 1.736 0.5946
C -1.035 -0.250 0.649 -0.2377
C -1.876 -1.469 1.034 -0.9023
C -3.342 -1.507 0.491 -0.9627
P -3.750 -3.028 -0.476 0.7934
O -3.769 -2.822 -1.936 -0.6776
O -2.787 -4.269 -0.105 -0.3983
C -1.613 -4.406 -0.955 0.5623
C -1.827 -5.251 -2.223 -1.2049
O -5.264 -3.420 -0.008 -0.3610
C -5.516 -4.841 0.118 -0.2231
C -5.426 -5.641 -1.195 -0.9640
C -0.765 0.148 -0.630 0.3639
B -1.373 -0.612 -1.896 0.0944
N -0.650 -1.620 -2.659 -0.3701
O -2.644 -0.194 -2.229 -0.5976
C 0.072 1.265 -0.917 0.1318
N 0.301 1.534 -2.239 -0.3211
C 1.115 2.553 -2.419 0.2547
P 1.537 2.976 -4.189 0.2570
C 3.322 2.490 -4.492 -0.8767
C 0.612 1.707 -5.187 -0.8620
C 1.701 3.317 -1.340 -0.1042
C 2.646 4.474 -1.639 -0.8520
C 1.703 5.637 -2.180 0.1168
C 2.124 6.231 -3.531 -0.4637
O 2.278 6.921 -2.226 -0.4712
N 1.456 3.065 -0.077 -0.5085
C 0.627 1.992 0.133 0.6690
C 0.347 1.633 1.491 -0.2761
C 0.964 2.471 2.604 -0.3586
C -0.039 2.910 3.712 -1.3919
F 2.060 1.733 3.118 -0.3951
H 1.483 -2.560 3.453 0.4531
H -0.122 -2.656 2.756 0.1060
H 1.148 -1.725 1.916 0.2376
H -0.058 -1.050 4.671 0.5169
H 1.284 -0.196 3.955 0.2312
H -1.608 -0.101 3.291 0.4901
H -1.934 -1.592 2.119 0.3027
H -1.319 -2.359 0.695 0.1324
H -3.544 -0.637 -0.143 0.5093
H -4.075 -1.498 1.313 0.4699
H -0.861 -4.923 -0.337 0.4523
H -1.208 -3.411 -1.152 -0.3687
H -1.255 -6.185 -2.148 0.3276
H -1.365 -4.693 -3.057 0.3071
H -2.873 -5.394 -2.501 0.2404
H -6.556 -4.925 0.473 0.3841
H -4.903 -5.264 0.926 0.2458
H -5.284 -5.025 -2.091 0.2164
H -6.255 -6.345 -1.337 0.3357
H -4.525 -6.276 -1.124 0.3370
H -1.212 -1.814 -3.490 0.1841
H 0.186 -1.157 -3.024 0.2431
H -2.843 -0.388 -3.153 0.2826
H 3.419 2.251 -5.563 0.4410
H 3.586 1.577 -3.937 0.3147
H 4.013 3.318 -4.299 0.0935
H 1.124 1.533 -6.142 0.4116
H 0.523 0.750 -4.648 0.1170
H -0.414 2.047 -5.380 0.3269
H 3.119 4.876 -0.739 0.3660
H 3.342 4.255 -2.451 0.1098
H 0.623 5.543 -1.993 0.5445
H 1.253 6.559 -4.095 0.2833
H 3.090 5.975 -3.957 0.1655
H 1.413 3.388 2.208 0.7765
H -1.065 2.612 3.497 0.3262
H 0.069 3.991 3.887 0.3252
H 0.305 2.439 4.647 0.3269
N -8.602 -5.958 -2.348 -0.3273
C -8.742 -4.656 -2.598 -0.0620
C -9.969 -4.019 -2.704 -0.6124
C -11.117 -4.778 -2.544 -0.1582
C -10.994 -6.133 -2.286 -0.4555
C -9.720 -6.670 -2.196 -0.2052
H -7.816 -4.104 -2.718 0.3892
H -10.023 -2.958 -2.905 0.3583
H -12.095 -4.318 -2.620 0.3637
H -11.866 -6.760 -2.155 0.3513
H -9.574 -7.726 -1.991 0.3612
N 8.070 7.617 -1.993 -0.5652
C 6.752 7.809 -1.928 -0.4154
C 5.830 7.097 -2.681 -0.0150
C 6.306 6.134 -3.556 -0.0462
C 7.672 5.919 -3.640 -0.5083
C 8.506 6.684 -2.839 -0.2011
H 6.428 8.575 -1.232 0.3727
H 4.770 7.296 -2.579 0.2986
H 5.620 5.557 -4.166 0.3338
H 8.082 5.177 -4.312 0.3665
H 9.582 6.549 -2.868 0.3449
N 1.980 -5.462 3.170 -0.3136
C 3.162 -5.666 2.588 -0.1107
C 4.199 -6.375 3.175 -0.5047
C 4.000 -6.899 4.441 -0.1669
C 2.781 -6.696 5.065 -0.5015
C 1.809 -5.976 4.388 -0.1438
H 3.273 -5.235 1.599 0.3450
H 5.137 -6.511 2.653 0.3576
H 4.785 -7.457 4.936 0.3588
H 2.586 -7.088 6.054 0.3524
H 0.838 -5.795 4.836 0.3478
N 4.676 4.835 6.796 -0.5549
C 4.150 4.097 5.819 -0.3619
C 3.284 4.594 4.857 0.0049
C 2.942 5.935 4.915 -0.2692
C 3.476 6.720 5.923 -0.4129
C 4.335 6.123 6.833 -0.2279
H 4.444 3.053 5.815 0.3914
H 2.889 3.949 4.083 0.3195
H 2.268 6.364 4.183 0.3918
H 3.234 7.771 6.003 0.3610
H 4.781 6.699 7.638 0.3361
```

The spin multiplicity is 1. The value obtained for the LUMO energy is -0.301 eV. Its calculated total energy is -3295.0707 hartree. Its SMILES is CCNc1c(CCP(=O)(OCC)OCC)c(B(N)O)c2nc(P(C)C)c(C[C@@H]3CO3)nc2c1[C@@H](C)F.c1ccncc1.c1ccncc1.c1ccncc1.c1ccncc1. As for the strongest force on any atom: 3.3 eV Å⁻¹.